i | {"formula": "C23H53N6O21", "method": "wB97M-V/def2-TZVPD", "symbols": ["C", "C", "O", "N", "H", "H", "C", "H", "H", "H", "H", "H", "H", "C", "C", "O", "N", "H", "H", "C", "H", "H", "H", "H", "H", "H", "C", "C", "O", "N", "H", "H", "C", "H", "H", "H", "H", "H", "H", "C", "C", "O", "N", "H", "H", "C", "H", "H", "H", "H", "H", "H", "C", "C", "O", "N", "H", "H", "C", "H", "H", "H", "H", "H", "H", "C", "C", "O", "N", "H", "H", "C", "H", "H", "H", "H", "H", "H", "O", "C", "O", "O", "H", "O", "C", "O", "O", "H", "O", "C", "O", "O", "H", "O", "C", "O", "O", "H", "O", "C", "O", "O", "H"], "coordinates": [[5.315, -3.548, 2.066], [6.264, -3.473, 3.201], [7.187, -2.714, 3.260], [6.150, -4.677, 4.220], [5.821, -5.512, 3.758], [7.144, -4.794, 4.358], [5.185, -4.288, 5.307], [4.329, -3.301, 2.458], [5.191, -4.545, 1.643], [5.503, -2.816, 1.281], [4.254, -4.070, 4.785], [5.627, -3.469, 5.876], [4.983, -5.057, 6.053], [-8.163, -3.710, -8.231], [-6.826, -3.349, -7.454], [-5.720, -3.964, -7.683], [-6.876, -1.956, -6.787], [-6.787, -1.193, -7.443], [-7.780, -1.934, -6.338], [-5.901, -1.969, -5.544], [-8.057, -4.786, -8.363], [-8.384, -3.192, -9.164], [-9.005, -3.561, -7.554], [-4.877, -1.711, -5.818], [-5.937, -2.956, -5.084], [-6.159, -1.026, -5.062], [-2.306, -6.125, 3.831], [-1.345, -5.444, 4.729], [-0.318, -4.932, 4.271], [-1.731, -5.395, 6.211], [-0.885, -5.126, 6.694], [-2.446, -4.682, 6.213], [-2.080, -6.733, 6.896], [-2.461, -5.438, 2.999], [-3.256, -6.472, 4.237], [-1.860, -7.038, 3.436], [-3.149, -6.932, 6.828], [-1.806, -6.659, 7.948], [-1.483, -7.470, 6.359], [-1.386, 7.798, 3.402], [-0.552, 7.534, 2.178], [0.470, 6.763, 2.215], [-0.846, 8.473, 0.954], [-1.839, 8.648, 0.903], [-0.470, 9.369, 1.230], [-0.397, 8.062, -0.423], [-2.418, 7.986, 3.104], [-1.012, 8.700, 3.884], [-1.196, 6.915, 4.013], [0.666, 7.969, -0.202], [-0.514, 8.854, -1.163], [-0.922, 7.153, -0.715], [0.167, 2.041, 5.700], [0.815, 1.037, 6.648], [2.015, 0.812, 6.513], [0.032, 0.452, 7.792], [-0.877, 0.282, 7.386], [0.414, -0.411, 8.154], [-0.342, 1.481, 8.880], [-0.800, 1.603, 5.451], [0.727, 2.243, 4.787], [0.019, 2.959, 6.268], [-0.857, 0.959, 9.685], [-0.919, 2.329, 8.512], [0.611, 1.762, 9.329], [1.615, 2.167, -1.699], [1.271, 0.802, -1.125], [1.638, 0.399, 0.034], [0.413, -0.061, -1.926], [-0.271, 0.532, -2.373], [0.984, -0.256, -2.735], [-0.172, -1.406, -1.413], [2.055, 2.689, -0.848], [0.747, 2.799, -1.886], [2.187, 2.225, -2.625], [-1.047, -1.574, -2.042], [-0.492, -1.279, -0.379], [0.580, -2.189, -1.512], [1.346, 6.007, -5.627], [2.173, 6.954, -6.203], [2.406, 8.041, -5.553], [2.645, 6.700, -7.341], [1.401, 5.230, -6.188], [6.558, 0.969, -3.564], [7.107, 1.627, -4.607], [7.920, 2.516, -4.372], [6.758, 1.128, -5.776], [6.013, 0.406, -4.118], [4.015, -4.014, -6.383], [3.358, -3.891, -5.288], [3.526, -2.837, -4.665], [2.706, -4.850, -4.843], [4.350, -3.114, -6.399], [-5.052, 3.213, -0.253], [-4.275, 3.007, -1.193], [-3.785, 1.824, -1.156], [-4.109, 3.875, -1.995], [-4.651, 2.368, -0.036], [0.284, -0.064, -7.911], [0.232, 0.962, -7.122], [-0.683, 1.195, -6.355], [1.199, 1.735, -7.320], [1.101, 0.410, -8.083]], "e_lumo_ha": -0.182, "total_charge": 1, "homo_lumo_gap_ev": 0.95}

***

ii | {"formula": "C23H53N6O21", "method": "wB97M-V/def2-TZVPD", "symbols": ["C", "C", "O", "N", "H", "H", "C", "H", "H", "H", "H", "H", "H", "C", "C", "O", "N", "H", "H", "C", "H", "H", "H", "H", "H", "H", "C", "C", "O", "N", "H", "H", "C", "H", "H", "H", "H", "H", "H", "C", "C", "O", "N", "H", "H", "C", "H", "H", "H", "H", "H", "H", "C", "C", "O", "N", "H", "H", "C", "H", "H", "H", "H", "H", "H", "C", "C", "O", "N", "H", "H", "C", "H", "H", "H", "H", "H", "H", "O", "C", "O", "O", "H", "O", "C", "O", "O", "H", "O", "C", "O", "O", "H", "O", "C", "O", "O", "H", "O", "C", "O", "O", "H"], "coordinates": [[21.211, -5.935, 0.935], [20.289, -4.810, 1.181], [19.148, -4.743, 0.914], [21.030, -3.487, 1.618], [21.965, -3.454, 1.214], [20.448, -2.834, 1.088], [21.126, -3.461, 3.103], [21.559, -6.286, 1.916], [22.124, -5.657, 0.404], [20.738, -6.800, 0.468], [21.662, -4.369, 3.368], [20.127, -3.365, 3.521], [21.678, -2.610, 3.501], [29.341, -13.538, 1.049], [28.061, -12.704, 1.030], [27.851, -11.866, 0.245], [26.914, -13.327, 1.828], [26.480, -14.117, 1.347], [27.357, -13.635, 2.691], [25.961, -12.224, 2.318], [30.094, -12.834, 0.701], [29.334, -14.457, 0.469], [29.595, -13.783, 2.083], [25.206, -11.986, 1.557], [26.546, -11.349, 2.568], [25.315, -12.764, 3.011], [25.678, -6.579, 4.159], [24.381, -5.921, 4.473], [23.450, -5.982, 3.745], [24.304, -5.198, 5.806], [23.453, -4.625, 5.751], [24.224, -5.972, 6.486], [25.399, -4.177, 6.079], [25.433, -7.595, 3.847], [26.452, -6.581, 4.926], [26.148, -6.074, 3.312], [26.232, -4.646, 6.593], [24.980, -3.404, 6.717], [25.683, -3.796, 5.102], [18.258, -12.294, 6.856], [18.252, -12.317, 5.353], [18.110, -11.363, 4.676], [18.171, -13.696, 4.732], [18.728, -14.352, 5.286], [17.211, -14.011, 4.895], [18.584, -13.837, 3.288], [18.901, -13.084, 7.242], [17.243, -12.496, 7.203], [18.552, -11.280, 7.098], [17.895, -13.124, 2.839], [18.354, -14.818, 2.879], [19.643, -13.599, 3.203], [19.763, -8.895, 5.648], [19.702, -7.394, 5.743], [19.126, -6.744, 4.936], [20.279, -6.728, 6.958], [21.147, -7.254, 7.134], [20.504, -5.737, 6.819], [19.499, -7.009, 8.233], [20.786, -9.173, 5.923], [19.529, -9.282, 4.663], [19.070, -9.288, 6.393], [19.960, -6.443, 9.041], [19.428, -8.065, 8.462], [18.532, -6.528, 8.094], [20.040, -10.714, 1.707], [21.011, -9.670, 2.155], [20.751, -8.676, 2.762], [22.411, -9.925, 1.877], [22.564, -10.950, 2.011], [22.459, -9.894, 0.846], [23.516, -9.082, 2.404], [19.114, -10.434, 2.211], [20.234, -11.695, 2.154], [19.939, -10.915, 0.641], [24.387, -9.730, 2.384], [23.286, -8.818, 3.434], [23.625, -8.206, 1.767], [19.997, -13.605, 0.364], [19.003, -14.131, -0.425], [17.924, -14.458, 0.127], [19.235, -14.260, -1.636], [20.696, -13.285, -0.248], [19.519, -8.565, -0.974], [18.994, -9.237, -2.065], [17.772, -9.288, -2.186], [19.868, -9.652, -2.870], [20.459, -8.739, -1.185], [23.698, -8.264, -2.652], [23.654, -8.155, -1.307], [22.563, -8.495, -0.755], [24.610, -7.628, -0.701], [22.847, -8.714, -2.796], [22.537, -12.894, 5.762], [22.475, -12.816, 4.385], [23.012, -11.729, 3.951], [21.965, -13.734, 3.759], [22.866, -11.964, 5.712], [24.016, -11.831, -1.445], [22.969, -12.212, -0.631], [23.119, -12.472, 0.583], [21.888, -12.343, -1.259], [23.321, -11.776, -2.151]], "e_lumo_ha": -0.202, "total_charge": 1, "homo_lumo_gap_ev": 1.27}

***

Quick look at relative energies in eV: i 14.040; ii 0.000.

***

i | {"formula": "C2H3OP", "method": "wB97M-V/def2-TZVPD", "symbols": ["C", "C", "O", "P", "H", "H", "H"], "coordinates": [[1.433, -0.892, -0.675], [-1.129, 0.808, 0.500], [-1.952, 1.600, 0.872], [1.485, -2.138, -1.642], [1.823, -0.211, 0.101], [-0.368, 0.682, 1.158], [-1.292, 0.153, -0.314]], "e_lumo_ha": -0.006, "homo_lumo_gap_ev": 9.98}

***

ii | {"formula": "C2H3OP", "method": "wB97M-V/def2-TZVPD", "symbols": ["C", "C", "O", "P", "H", "H", "H"], "coordinates": [[-0.268, -1.015, 0.173], [0.192, 0.304, 0.407], [-0.953, 1.034, 0.018], [-1.846, -0.371, -0.086], [0.357, -1.877, 0.243], [1.156, 0.920, 0.625], [1.361, 1.006, -1.380]], "e_lumo_ha": [-0.024, -0.036], "homo_lumo_gap_ev": [7.57, 8.54]}

***

Quick look at relative energies in eV: i 0.000; ii 2.004.

***

i | {"formula": "C3H3Cl9", "method": "wB97M-V/def2-TZVPD", "symbols": ["C", "Cl", "Cl", "Cl", "H", "C", "Cl", "Cl", "Cl", "H", "C", "Cl", "Cl", "Cl", "H"], "coordinates": [[-0.397, 1.393, 3.498], [0.958, 2.176, 4.315], [-0.574, 2.124, 1.879], [-1.866, 1.575, 4.464], [-0.023, 0.384, 3.328], [0.065, -1.642, 0.165], [1.155, -0.704, 1.232], [-1.449, -0.736, -0.140], [-0.281, -3.203, 0.865], [0.510, -1.882, -0.800], [0.320, 0.216, -3.703], [1.702, -0.689, -2.950], [-1.299, -0.727, -3.679], [0.834, 0.604, -5.392], [0.346, 1.111, -3.081]], "e_lumo_ha": 0.000, "homo_lumo_gap_ev": 10.98}

***

ii | {"formula": "C3H3Cl9", "method": "wB97M-V/def2-TZVPD", "symbols": ["C", "Cl", "Cl", "Cl", "H", "C", "Cl", "Cl", "Cl", "H", "C", "Cl", "Cl", "Cl", "H"], "coordinates": [[1.003, -2.514, 3.698], [2.298, -1.320, 3.835], [1.650, -4.153, 3.686], [0.025, -2.203, 2.268], [0.378, -2.401, 4.573], [-1.029, 1.023, 0.995], [-2.525, 1.962, 1.010], [0.077, 1.569, 2.257], [-0.250, 1.080, -0.577], [-1.277, -0.003, 1.225], [-0.062, 1.395, -4.486], [0.800, 0.060, -5.269], [-1.787, 1.212, -4.651], [0.477, 2.929, -5.121], [0.222, 1.364, -3.443]], "e_lumo_ha": 0.016, "homo_lumo_gap_ev": 11.54}

***

Quick look at relative energies in eV: i 0.408; ii 0.000.

***

i | {"formula": "C9H9NO2", "method": "wB97M-V/def2-TZVPD", "symbols": ["C", "C", "C", "C", "C", "C", "C", "C", "C", "H", "H", "H", "H", "H", "H", "H", "H", "H", "N", "O", "O"], "coordinates": [[0.744, -0.448, 2.412], [-0.332, -1.258, 2.190], [-1.153, -1.250, 1.037], [-0.798, -0.369, 0.045], [-1.613, 0.036, -1.411], [-0.361, 0.145, -2.515], [1.143, 1.064, -1.064], [0.408, 0.197, -0.017], [1.184, 0.199, 1.204], [1.062, -0.201, 4.714], [-0.619, -1.983, 3.077], [-2.252, -1.494, 0.926], [-2.582, -0.434, -1.761], [-1.720, 1.259, -1.386], [0.138, -0.946, -2.417], [-0.707, 0.040, -3.612], [1.018, 2.213, -2.924], [1.990, 0.809, 1.120], [0.687, 1.046, -2.372], [1.454, -0.078, 3.570], [2.309, 1.454, -0.816]], "e_lumo_ha": 0.006, "homo_lumo_gap_ev": 8.90}

***

ii | {"formula": "C9H9NO2", "method": "wB97M-V/def2-TZVPD", "symbols": ["C", "C", "C", "C", "C", "C", "C", "C", "C", "H", "H", "H", "H", "H", "H", "H", "H", "H", "N", "O", "O"], "coordinates": [[-1.700, -0.595, 0.125], [-2.496, 0.469, 0.572], [-1.935, 1.787, 0.694], [-0.553, 1.954, 0.456], [0.179, 0.859, -0.070], [1.685, 0.707, 0.219], [2.497, -0.238, -0.683], [1.600, -1.349, -1.034], [-0.400, -0.403, 0.017], [-2.789, -2.213, 0.580], [-3.606, 0.354, 0.423], [-2.633, 2.657, 0.902], [-0.160, 2.985, 0.473], [1.590, 0.029, 1.106], [2.190, 1.597, 0.441], [2.937, 0.074, -1.646], [3.439, -0.790, -0.132], [-0.150, -2.295, -0.338], [0.451, -1.569, -0.164], [-2.182, -1.832, -0.110], [2.034, -2.191, -1.833]], "e_lumo_ha": 0.017, "homo_lumo_gap_ev": 9.14}

***

Quick look at relative energies in eV: i 4.393; ii 0.000.